Formula: C67H65FO2
Source: the OMol25 dataset
Level of theory: the ωB97M-V functional and the def2-TZVPD basis

Results
SMILES: Cc1cc(CCF)cc2c1C(=O)C=CC2=O.c1ccccc1.c1ccccc1.c1ccccc1.c1ccccc1.c1ccccc1.c1ccccc1.c1ccccc1.c1ccccc1.c1ccccc1
gap between HOMO and LUMO: 8.47 eV

Structure (XYZ):
```
135
Properties=species:S:1:pos:R:3:mulliken_charge:R:1
C -6.9863 4.0851 4.7343 -1.243
C -5.8386 3.3424 3.9858 0.139
C -4.7868 4.0666 3.2479 -0.522
C -3.7019 3.4206 2.5368 0.262
C -2.6120 4.2009 1.7279 -0.528
C -2.7163 3.9141 0.1787 -0.364
F -2.4526 2.5538 -0.1388 -0.266
C -3.5856 1.9602 2.5526 -0.254
C -4.6064 1.2130 3.2569 0.464
C -5.7244 1.8798 3.9631 0.668
C -6.7688 0.9379 4.6509 -0.062
O -7.3109 1.1795 5.7004 -0.513
C -7.0283 -0.4002 3.8768 -0.437
C -5.9999 -1.0126 3.2340 -0.430
C -4.5807 -0.3530 3.2830 0.035
O -3.5546 -0.9786 3.3661 -0.503
H -7.2395 3.5232 5.6640 0.363
H -7.8866 4.1599 4.0793 0.294
H -6.5895 5.0827 5.0650 0.279
H -4.8279 5.1846 3.2195 0.415
H -1.5735 3.9763 2.0704 0.281
H -2.8541 5.2977 1.8395 0.297
H -1.9641 4.5175 -0.4062 0.196
H -3.7204 4.1918 -0.2365 0.357
H -2.7582 1.3994 2.0541 0.374
H -8.0302 -0.8751 3.7958 0.355
H -6.1531 -1.9510 2.6439 0.344
C 0.4998 0.5127 2.1034 -0.553
C 0.5833 1.5557 1.1896 -0.334
C 1.6854 2.4028 1.1992 -0.419
C 2.7024 2.2086 2.1267 -0.633
C 2.6139 1.1703 3.0466 -0.121
C 1.5138 0.3215 3.0341 -0.701
H -0.3572 -0.1520 2.0909 0.749
H -0.2121 1.7076 0.4682 0.489
H 1.7520 3.2148 0.4837 0.388
H 3.5633 2.8668 2.1333 0.398
H 3.4046 1.0222 3.7736 0.310
H 1.4461 -0.4899 3.7500 0.424
C -1.0271 9.0579 3.8546 -0.414
C -1.2629 7.6926 3.7510 -0.479
C -2.4590 7.1567 4.2125 -0.301
C -3.4181 7.9856 4.7819 -0.449
C -3.1785 9.3496 4.8938 -0.429
C -1.9841 9.8862 4.4289 -0.370
H -0.0971 9.4768 3.4887 0.361
H -0.5138 7.0452 3.3092 0.399
H -2.6443 6.0916 4.1289 0.572
H -4.3522 7.5679 5.1398 0.397
H -3.9238 9.9956 5.3431 0.368
H -1.7982 10.9504 4.5142 0.355
C 1.2766 -2.5224 0.3208 -0.241
C 1.9031 -3.7461 0.1161 -0.562
C 1.5994 -4.5038 -1.0093 -0.562
C 0.6657 -4.0387 -1.9274 -0.274
C 0.0333 -2.8198 -1.7174 -0.401
C 0.3390 -2.0610 -0.5954 -0.319
H 1.5182 -1.9285 1.1944 0.264
H 2.6298 -4.1094 0.8342 0.467
H 2.0904 -5.4567 -1.1712 0.417
H 0.4302 -4.6272 -2.8071 0.493
H -0.6988 -2.4606 -2.4312 0.219
H -0.1536 -1.1086 -0.4340 0.449
C 0.2585 5.0964 -2.7682 -0.096
C 0.5577 6.3153 -3.3644 -0.515
C -0.2261 6.7892 -4.4092 -0.313
C -1.3072 6.0420 -4.8612 -0.514
C -1.6010 4.8189 -4.2710 -0.374
C -0.8194 4.3466 -3.2237 -0.518
H 0.8662 4.7298 -1.9487 0.366
H 1.4024 6.8971 -3.0138 0.372
H 0.0055 7.7415 -4.8719 0.356
H -1.9200 6.4128 -5.6744 0.362
H -2.4410 4.2332 -4.6273 0.388
H -1.0501 3.3928 -2.7614 0.499
C -1.9176 -1.7073 -5.0085 -0.146
C -2.6971 -1.8320 -6.1514 -0.647
C -3.2032 -0.6987 -6.7760 -0.294
C -2.9335 0.5607 -6.2538 -0.547
C -2.1616 0.6854 -5.1049 0.066
C -1.6520 -0.4478 -4.4828 -0.548
H -1.5176 -2.5917 -4.5263 0.379
H -2.9096 -2.8147 -6.5572 0.351
H -3.8079 -0.7966 -7.6701 0.379
H -3.3259 1.4452 -6.7420 0.362
H -1.9556 1.6674 -4.6941 0.200
H -1.0478 -0.3501 -3.5879 0.458
C 5.2013 0.1414 6.0704 -0.298
C 5.3169 1.5139 6.2540 -0.407
C 6.5679 2.0864 6.4482 -0.392
C 7.7034 1.2855 6.4630 -0.360
C 7.5867 -0.0881 6.2883 -0.431
C 6.3362 -0.6602 6.0905 -0.386
H 4.2258 -0.3043 5.9123 0.418
H 4.4306 2.1384 6.2450 0.393
H 6.6583 3.1573 6.5882 0.359
H 8.6795 1.7320 6.6119 0.358
H 8.4718 -0.7136 6.3056 0.350
H 6.2455 -1.7314 5.9519 0.412
C 0.9507 -9.2436 -4.3558 -0.274
C 0.2974 -8.3144 -5.1561 -0.621
C 0.8013 -7.0252 -5.2780 -0.101
C 1.9569 -6.6637 -4.5959 -0.513
C 2.6052 -7.5902 -3.7885 -0.407
C 2.1033 -8.8806 -3.6694 -0.491
H 0.5612 -10.2509 -4.2660 0.362
H -0.6054 -8.5956 -5.6861 0.366
H 0.2936 -6.3009 -5.9049 0.413
H 2.3515 -5.6587 -4.6931 0.467
H 3.5034 -7.3065 -3.2517 0.427
H 2.6103 -9.6039 -3.0413 0.364
C 2.7150 -7.0627 3.3593 -0.446
C 3.8119 -7.8818 3.5970 -0.350
C 5.0168 -7.3278 4.0122 -0.384
C 5.1261 -5.9535 4.1858 -0.352
C 4.0318 -5.1335 3.9395 -0.341
C 2.8258 -5.6878 3.5278 -0.421
H 1.7736 -7.4955 3.0418 0.373
H 3.7275 -8.9536 3.4591 0.364
H 5.8712 -7.9674 4.2006 0.353
H 6.0650 -5.5215 4.5120 0.347
H 4.1184 -4.0605 4.0692 0.420
H 1.9715 -5.0481 3.3379 0.437
C 2.9636 -2.6924 -8.8757 -0.316
C 2.7259 -4.0579 -8.9757 -0.480
C 1.5255 -4.5899 -8.5210 -0.351
C 0.5641 -3.7561 -7.9622 -0.357
C 0.8054 -2.3919 -7.8539 -0.104
C 2.0042 -1.8595 -8.3119 -0.574
H 3.8974 -2.2769 -9.2364 0.365
H 3.4769 -4.7083 -9.4091 0.364
H 1.3390 -5.6547 -8.6020 0.392
H -0.3740 -4.1701 -7.6095 0.407
H 0.0573 -1.7428 -7.4123 0.290
H 2.1915 -0.7953 -8.2294 0.377
```

Formula: C67H74InO2S2
Source: the OMol25 dataset
Level of theory: the ωB97M-V functional and the def2-TZVPD basis

Results
net charge: -1
gap between HOMO and LUMO: 7.22 eV

Structure (XYZ):
```
146
Properties=species:S:1:pos:R:3:mulliken_charge:R:1
O -1.1555 5.6765 0.3741 -0.562
S -2.3198 5.3134 1.3264 0.728
O -2.6622 6.5514 2.2428 -0.657
C -2.0565 3.7712 2.3562 -0.818
In -0.6486 2.2390 1.3618 0.881
S -1.2188 -0.1371 2.0846 -0.539
C 1.4142 2.6550 2.2776 -0.872
C 2.1784 1.3095 2.8193 -0.352
C 3.6332 1.0167 2.0830 -0.723
C 3.3585 0.6287 0.4970 0.635
C 4.4182 1.2217 -0.6221 -0.633
C 4.2412 0.8451 -2.2192 -0.333
C 2.9924 -0.1128 -2.7407 -0.379
C 1.9124 -0.6840 -1.6455 -0.513
C 2.1121 -0.3042 -0.0382 -0.091
C -0.6242 2.4976 -0.8910 -0.693
C -2.0748 2.8679 -1.5630 0.019
C -2.8596 1.5338 -2.1950 -0.279
C -4.2774 1.1973 -1.4290 0.405
C -5.7098 0.9787 -2.2643 -0.506
C -7.1319 0.6252 -1.4590 -0.348
C -7.2014 0.4624 0.1981 -0.364
C -5.7989 0.6875 1.0236 -0.747
C -4.4157 1.0518 0.2225 0.074
H -3.4871 5.0991 0.5431 0.101
H -3.0995 3.2934 2.5923 0.284
H -1.6009 4.0906 3.4113 0.302
H -1.4499 -0.7868 0.8415 0.085
H 1.2643 3.3585 3.2303 0.209
H 2.1352 3.2087 1.5146 0.209
H 2.4355 1.4507 3.9740 0.323
H 1.5569 0.3197 2.7480 0.225
H 4.1457 0.0549 2.5611 0.295
H 4.3512 1.9376 2.2286 0.264
H 5.2849 1.9022 -0.2215 0.302
H 5.0526 1.3138 -2.9511 0.268
H 2.9256 -0.3712 -3.9021 0.259
H 1.0353 -1.3636 -2.0543 0.314
H 1.3064 -0.7299 0.7189 0.206
H 0.0949 3.4155 -1.1153 0.250
H -0.1997 1.5168 -1.3721 0.157
H -2.7867 3.5072 -0.8893 -0.245
H -1.8335 3.5447 -2.5164 0.259
H -3.1500 1.7644 -3.3272 0.141
H -2.1148 0.6112 -2.2486 0.217
H -5.7027 1.0919 -3.4291 0.150
H -8.1529 0.4986 -2.0571 0.343
H -8.1760 0.2134 0.7992 0.360
H -5.7827 0.5916 2.1919 0.286
H -3.4506 1.2300 0.8598 0.120
C -8.4454 0.5740 -7.4117 -0.413
C -9.4600 1.0604 -6.5877 -0.439
C -9.1473 1.8871 -5.5090 -0.551
C -7.8196 2.2358 -5.2600 -0.277
C -6.8054 1.7525 -6.0863 -0.453
C -7.1172 0.9182 -7.1594 -0.458
H -8.6891 -0.0730 -8.2502 0.358
H -10.4952 0.7941 -6.7859 0.539
H -9.9374 2.2604 -4.8632 0.427
H -7.5762 2.8841 -4.4224 0.454
H -5.7709 2.0257 -5.8931 0.457
H -6.3263 0.5374 -7.7996 0.364
C 7.5655 -0.7417 -0.8232 -0.030
C 8.5145 0.2740 -0.9346 -0.261
C 9.8561 0.0090 -0.6614 -0.711
C 10.2505 -1.2756 -0.2859 -0.175
C 9.3019 -2.2922 -0.1782 -0.323
C 7.9589 -2.0249 -0.4424 -0.717
H 6.5195 -0.5340 -1.0329 0.241
H 8.2081 1.2732 -1.2339 0.383
H 10.5943 0.8022 -0.7418 0.351
H 11.2967 -1.4835 -0.0777 0.405
H 9.6097 -3.2936 0.1129 0.438
H 7.2194 -2.8158 -0.3530 0.398
C 14.4731 -4.5906 3.2695 -0.514
C 14.5810 -3.5507 2.3466 -0.466
C 13.4325 -2.9258 1.8615 -0.414
C 12.1753 -3.3347 2.3074 0.071
C 12.0677 -4.3721 3.2332 -0.615
C 13.2158 -5.0032 3.7112 -0.334
H 15.3682 -5.0797 3.6447 0.381
H 15.5610 -3.2276 2.0044 0.363
H 13.5166 -2.1201 1.1373 0.337
H 11.2804 -2.8445 1.9332 0.291
H 11.0879 -4.6895 3.5818 0.338
H 13.1312 -5.8150 4.4283 0.503
C -12.1830 2.4242 -8.5966 -0.354
C -12.2482 1.3712 -9.5086 -0.364
C -13.4856 0.8521 -9.8884 -0.387
C -14.6594 1.3933 -9.3632 -0.358
C -14.5943 2.4488 -8.4541 -0.358
C -13.3565 2.9617 -8.0672 -0.393
H -11.2184 2.8262 -8.2983 0.457
H -11.3338 0.9541 -9.9231 0.353
H -13.5358 0.0272 -10.5939 0.350
H -15.6240 0.9922 -9.6628 0.347
H -15.5092 2.8715 -8.0461 0.348
H -13.3059 3.7804 -7.3547 0.363
C -11.5979 2.2875 0.9461 -0.445
C -11.7109 3.5666 1.4900 -0.356
C -10.7992 4.5599 1.1335 -0.328
C -9.7796 4.2764 0.2244 -0.561
C -9.6690 2.9982 -0.3224 -0.248
C -10.5750 2.0024 0.0413 -0.251
H -12.3066 1.5128 1.2268 0.356
H -12.5096 3.7894 2.1931 0.348
H -10.8834 5.5546 1.5626 0.349
H -9.0720 5.0516 -0.0574 0.377
H -8.8752 2.7779 -1.0321 0.337
H -10.4852 1.0053 -0.3807 0.423
C 8.4286 1.6886 3.3084 -0.506
C 9.3234 0.7903 2.7278 0.047
C 10.4305 0.3435 3.4486 -0.391
C 10.6374 0.7877 4.7549 -0.501
C 9.7404 1.6831 5.3368 -0.366
C 8.6384 2.1372 4.6127 -0.459
H 7.5678 2.0393 2.7452 0.433
H 9.1584 0.4389 1.7124 0.247
H 11.1312 -0.3512 2.9936 0.433
H 11.4974 0.4358 5.3185 0.379
H 9.9009 2.0279 6.3553 0.348
H 7.9428 2.8390 5.0644 0.375
C 12.6452 -6.4963 9.2427 -0.341
C 11.8128 -6.5866 8.1275 -0.487
C 11.8774 -5.6166 7.1277 -0.302
C 12.7824 -4.5606 7.2385 -0.267
C 13.6174 -4.4723 8.3519 -0.469
C 13.5463 -5.4373 9.3563 -0.351
H 12.5921 -7.2506 10.0234 0.348
H 11.1124 -7.4133 8.0379 0.356
H 11.2239 -5.6836 6.2621 0.391
H 12.8363 -3.8072 6.4570 0.426
H 14.3238 -3.6502 8.4373 0.353
H 14.1931 -5.3653 10.2262 0.351
C -9.3493 -3.0319 -0.2070 -0.099
C -7.9550 -3.0056 -0.2089 -0.037
C -7.2341 -4.1945 -0.1009 -0.600
C -7.9084 -5.4118 -0.0008 -0.354
C -9.3027 -5.4384 -0.0027 -0.376
C -10.0236 -4.2486 -0.1013 -0.535
H -9.9108 -2.1048 -0.2878 0.364
H -7.4297 -2.0575 -0.2939 0.187
H -6.1478 -4.1730 -0.0957 0.390
H -7.3467 -6.3388 0.0784 0.352
H -9.8279 -6.3873 0.0737 0.341
H -11.1098 -4.2693 -0.0972 0.356
```

Values of energy above the lowest of the compared OMol25 structures with the same formula, charge and spin, in order: 40.4; 461.4, all in kcal per mole.